a:
{
  "formula": "C20H28ClIN5O4RbSSe2",
  "method": "ωB97M-V/def2-TZVPD",
  "charge": -2,
  "lumo_ev": 3.70,
  "symbols": ["Rb", "N", "C", "C", "O", "N", "C", "C", "O", "O", "H", "H", "H", "H", "H", "H", "Cl", "C", "C", "C", "I", "C", "O", "C", "N", "C", "C", "C", "C", "H", "H", "H", "H", "C", "Se", "C", "C", "Se", "C", "H", "H", "H", "H", "H", "H", "H", "H", "H", "H", "C", "N", "C", "S", "N", "C", "H", "H", "H", "H", "H", "H", "H", "H"],
  "xyz": [[0.89, -0.71, -0.29], [-1.54, 1.48, 1.71], [-0.72, 1.58, 2.94], [-0.03, 0.27, 3.34], [-0.57, -0.40, 4.27], [1.06, 0.00, 2.65], [1.75, -1.21, 3.08], [2.64, -1.69, 1.94], [3.78, -1.13, 1.80], [2.19, -2.54, 1.13], [-2.20, 0.72, 1.83], [-0.93, 1.19, 0.95], [-1.37, 1.88, 3.76], [0.03, 2.35, 2.77], [1.05, -2.01, 3.34], [2.38, -1.02, 3.95], [-3.70, -6.51, -1.16], [-2.98, -4.94, -1.43], [-2.81, -4.50, -2.71], [-2.22, -3.25, -2.96], [-1.97, -2.61, -4.94], [-1.76, -2.38, -1.95], [-1.19, -1.28, -2.16], [-1.99, -2.87, -0.58], [-1.61, -2.04, 0.41], [-1.73, -2.44, 1.66], [-2.27, -3.68, 2.01], [-2.70, -4.53, 1.02], [-2.57, -4.14, -0.33], [-3.12, -5.11, -3.54], [-1.38, -1.76, 2.44], [-2.33, -3.96, 3.06], [-3.12, -5.50, 1.26], [-1.73, 1.55, -3.38], [-1.96, 1.56, -1.45], [-2.59, 3.39, -1.18], [-1.61, 4.50, -1.54], [-0.01, 4.59, -0.44], [-0.90, 4.91, 1.25], [-2.65, 1.81, -3.90], [-1.46, 0.52, -3.59], [-0.92, 2.21, -3.69], [-2.84, 3.42, -0.12], [-3.51, 3.55, -1.74], [-2.10, 5.47, -1.50], [-1.24, 4.36, -2.56], [-1.58, 5.76, 1.17], [-0.12, 5.15, 1.98], [-1.41, 4.00, 1.57], [5.01, -1.57, -1.89], [4.45, -0.72, -0.87], [4.18, 0.60, -1.00], [4.46, 1.49, -2.42], [3.65, 1.13, 0.13], [3.24, 2.51, 0.31], [5.88, -2.10, -1.49], [5.30, -0.97, -2.74], [4.27, -2.32, -2.21], [4.23, -1.14, 0.04], [3.62, 0.51, 0.94], [3.49, 3.06, -0.59], [3.77, 2.94, 1.16], [2.17, 2.58, 0.49]],
  "lowdin_charge": [0.8600, -0.0028, -0.2197, -0.6329, -0.1031, -0.0079, -0.2034, -0.7402, -0.1160, -0.1852, 0.0660, -0.0378, 0.0980, 0.0900, 0.0982, 0.1097, 0.6046, -0.6361, -0.2160, -0.6450, 0.8183, -0.4973, -0.2670, -0.1479, 0.0647, -0.1165, -0.0446, -0.0445, -0.1833, 0.0794, 0.0902, 0.1016, 0.0767, -0.3933, 0.9475, -0.5665, -0.5897, 0.8955, -0.4264, 0.0206, -0.0230, 0.0173, 0.0338, 0.0550, 0.0517, 0.0409, 0.0169, 0.0127, -0.0115, -0.1111, -0.0559, -0.8722, 0.5161, -0.0651, -0.1137, 0.0766, 0.0236, 0.0807, 0.0884, 0.0932, 0.0248, 0.0823, 0.0408]
}

***

b:
{
  "formula": "C20H28ClIN5O4RbSSe2",
  "method": "ωB97M-V/def2-TZVPD",
  "charge": -2,
  "lumo_ev": 3.64,
  "symbols": ["Rb", "N", "C", "C", "O", "N", "C", "C", "O", "O", "H", "H", "H", "H", "H", "H", "Cl", "C", "C", "C", "I", "C", "O", "C", "N", "C", "C", "C", "C", "H", "H", "H", "H", "C", "Se", "C", "C", "Se", "C", "H", "H", "H", "H", "H", "H", "H", "H", "H", "H", "C", "N", "C", "S", "N", "C", "H", "H", "H", "H", "H", "H", "H", "H"],
  "xyz": [[-0.03, 1.11, -0.83], [2.39, -1.49, -2.49], [3.01, -0.21, -2.09], [2.31, 1.04, -2.65], [1.72, 0.89, -3.77], [2.39, 2.09, -1.88], [1.82, 3.34, -2.41], [1.03, 4.15, -1.34], [1.51, 5.22, -0.92], [-0.07, 3.63, -0.98], [2.03, -1.32, -3.43], [1.57, -1.64, -1.92], [4.03, -0.19, -2.48], [3.08, -0.16, -1.01], [1.15, 3.14, -3.25], [2.63, 3.98, -2.77], [-6.60, -1.17, -4.27], [-5.32, -0.98, -3.07], [-5.63, -1.05, -1.75], [-4.65, -0.90, -0.77], [-5.20, -1.05, 1.23], [-3.28, -0.68, -1.04], [-2.37, -0.56, -0.19], [-2.99, -0.58, -2.50], [-1.70, -0.34, -2.83], [-1.35, -0.22, -4.09], [-2.28, -0.36, -5.14], [-3.59, -0.62, -4.84], [-3.99, -0.73, -3.49], [-6.65, -1.23, -1.45], [-0.31, 0.01, -4.28], [-1.95, -0.26, -6.17], [-4.33, -0.73, -5.62], [-0.46, 4.98, 1.90], [-0.79, 3.07, 1.77], [-1.44, 2.78, 3.59], [-0.37, 2.63, 4.66], [0.74, 1.04, 4.46], [-0.68, -0.29, 4.57], [-1.40, 5.52, 1.96], [0.08, 5.24, 0.99], [0.16, 5.20, 2.77], [-2.07, 1.89, 3.55], [-2.10, 3.61, 3.85], [-0.81, 2.61, 5.66], [0.33, 3.46, 4.61], [-1.31, -0.09, 5.43], [-0.19, -1.25, 4.68], [-1.27, -0.31, 3.65], [2.37, -5.15, 2.40], [2.03, -3.75, 2.63], [2.29, -2.76, 1.71], [1.24, -1.53, 1.44], [3.47, -2.86, 1.03], [4.70, -3.37, 1.59], [1.62, -5.77, 2.90], [3.34, -5.41, 2.79], [2.34, -5.39, 1.33], [1.12, -3.60, 3.03], [3.56, -2.12, 0.35], [4.85, -4.44, 1.40], [4.75, -3.20, 2.67], [5.53, -2.84, 1.13]],
  "lowdin_charge": [0.8486, -0.0120, -0.2514, -0.7025, -0.1234, -0.0486, -0.1977, -0.7150, -0.0691, -0.3403, 0.0456, 0.0372, 0.0954, 0.0712, 0.0986, 0.0972, 0.5887, -0.6378, -0.2261, -0.6712, 0.7997, -0.5047, -0.1676, -0.1405, 0.0665, -0.1296, -0.0616, -0.0551, -0.1919, 0.0755, 0.0858, 0.0939, 0.0736, -0.3793, 0.9189, -0.5868, -0.6010, 0.8507, -0.4395, 0.0174, -0.0038, 0.0138, 0.0424, 0.0581, 0.0499, 0.0428, 0.0190, -0.0032, 0.0204, -0.1030, -0.0648, -0.8948, 0.6951, -0.0453, -0.0954, 0.0791, 0.0606, 0.0915, 0.0935, 0.0961, 0.0641, 0.0880, 0.0844]
}

***

Most stable to least stable, the ends of the list are a and b.